DFT (the ωB97M-V functional and the def2-TZVPD basis) results for a structure of composition C16H29F3O26S6 at a distorted geometry.

**Lowest unoccupied orbital energy**: 0.2 eV
**Highest occupied orbital energy**: -11.053 eV
**ΔE to the lowest compared entry with this formula, charge and spin**: 0.0 kcal per mole
**Kohn-Sham gap**: 0.41286 Eh

CARTESIAN COORDINATES (ANGSTROEM)
1 C -4.3872 -19.8344 -6.6133
2 C -3.0792 -20.5344 -6.2100
3 O -3.0409 -21.9194 -6.6426
4 C -2.7920 -22.0674 -7.9329
5 O -2.6617 -21.1544 -8.6960
6 C -2.8461 -23.5496 -8.4415
7 F -3.8128 -23.5920 -9.3670
8 F -1.6951 -23.7281 -9.0733
9 F -3.0881 -24.4083 -7.4793
10 H -4.9084 -20.3377 -7.4269
11 H -4.1494 -18.8042 -6.8607
12 H -5.1228 -19.8841 -5.8083
13 H -3.0003 -20.6245 -5.1306
14 H -2.2244 -19.9840 -6.5902
15 C -0.9932 -24.0452 -15.0961
16 C -2.3753 -23.6387 -15.5368
17 O -2.9716 -22.9319 -14.4490
18 S -1.8355 -22.2089 -13.5357
19 O -2.1088 -22.3826 -12.1459
20 O -1.6631 -20.8074 -13.8944
21 O -0.6103 -23.1601 -14.0526
22 H -0.2743 -23.8969 -15.9014
23 H -0.9475 -25.0543 -14.6857
24 H -2.9472 -24.4898 -15.9032
25 H -2.3293 -22.9765 -16.4042
26 C -8.7817 -22.2992 -7.6980
27 C -8.1977 -23.0507 -8.8849
28 O -7.7895 -22.0525 -9.8229
29 S -8.7428 -20.7390 -9.6681
30 O -9.7572 -20.8066 -10.6707
31 O -7.9460 -19.5652 -9.5081
32 O -9.3882 -21.1469 -8.2466
33 H -7.9639 -22.0688 -7.0093
34 H -9.4786 -22.9186 -7.1375
35 H -8.9376 -23.6866 -9.3737
36 H -7.3634 -23.6669 -8.5570
37 C -5.5771 -21.7379 -12.4149
38 C -4.8546 -20.5021 -11.8151
39 O -5.8110 -19.4585 -11.8368
40 S -6.7054 -19.5981 -13.2015
41 O -5.9686 -19.3244 -14.3992
42 O -7.9673 -18.9492 -12.9970
43 O -6.7706 -21.1891 -13.0120
44 H -5.9391 -22.4972 -11.7340
45 H -4.9263 -22.1695 -13.1724
46 H -3.9079 -20.1210 -12.1941
47 H -4.6985 -20.7413 -10.7604
48 C -3.3297 -19.1572 -16.7551
49 C -2.2230 -18.1072 -16.8394
50 O -0.9929 -18.7901 -17.1594
51 S -1.3188 -20.1583 -17.9421
52 O -0.5637 -21.2634 -17.4031
53 O -1.3028 -19.9306 -19.3393
54 O -2.8228 -20.3367 -17.3871
55 H -4.2204 -18.8634 -17.3012
56 H -3.5037 -19.2921 -15.6890
57 H -1.9490 -17.6124 -15.9071
58 H -2.4069 -17.2918 -17.5437
59 C -9.8306 -20.1446 -15.3279
60 C -10.3636 -21.0278 -14.1790
61 O -10.4405 -22.3584 -14.6990
62 S -10.1938 -22.4111 -16.3035
63 O -11.2190 -23.1285 -16.9918
64 O -8.8224 -22.7072 -16.5757
65 O -10.4238 -20.8124 -16.4556
66 H -8.7761 -20.3860 -15.5125
67 H -10.1944 -19.1262 -15.3308
68 H -11.3822 -20.7082 -13.9514
69 H -9.7138 -21.0933 -13.3096
70 C -7.3070 -24.5224 -14.6666
71 C -6.7736 -25.8044 -15.3450
72 O -5.4174 -25.8424 -14.8840
73 S -5.5033 -25.5430 -13.2987
74 O -4.2453 -25.0493 -12.8088
75 O -6.0335 -26.7101 -12.6455
76 O -6.5284 -24.3374 -13.4750
77 H -8.3745 -24.5712 -14.4703
78 H -7.0310 -23.6836 -15.3047
79 H -6.8254 -25.6981 -16.4239
80 H -7.2553 -26.7233 -15.0060